11 unconnected molecules or ions with the total composition C69H143N5O17S6 in a non-equilibrium geometry, computed with wB97M-V/def2-TZVPD.

Each atom is followed by the atoms it is bonded to, with distances in Å.
Positions of all 240 atoms, in Å:
1 C -12.51268 -0.38018 -19.68712  C2 1.606, H12 1.090, H13 1.090, H14 1.090
2 C -13.86274 0.47296 -19.52239  C1 1.606, C3 1.602, C4 1.590, N10 1.455
3 C -13.93440 1.55664 -20.69949  C2 1.602, H15 1.090, H16 1.090, H17 1.090
4 C -14.97330 -0.62785 -19.81263  C2 1.590, C5 1.515, H18 1.090, H19 1.090
5 C -16.32582 -0.09521 -19.38629  C4 1.515, C6 1.509, H20 1.090, H21 1.090
6 C -16.40602 0.51741 -18.00989  C5 1.509, C7 1.534, H22 1.090, H23 1.090
7 C -15.36064 1.58274 -17.65643  C6 1.534, C8 1.497, C9 1.535, N10 1.532
8 C -15.82286 2.86958 -18.26601  C7 1.497, H24 1.090, H25 1.090, H26 1.090
9 C -15.22043 1.75586 -16.13789  C7 1.535, H27 1.090, H28 1.090, H29 1.090
10 N -14.02635 1.06424 -18.20333  C2 1.455, C7 1.532, O11 1.366
11 O -12.92399 1.75722 -17.79101  N10 1.366, H30 0.960
12 H -12.21493 -0.99225 -18.83576  C1 1.090
13 H -12.36001 -0.94462 -20.60701  C1 1.090
14 H -11.84546 0.46973 -19.83055  C1 1.090
15 H -13.41653 0.98310 -21.46823  C3 1.090
16 H -14.89940 2.01755 -20.91030  C3 1.090
17 H -13.29579 2.38323 -20.38799  C3 1.090
18 H -14.96369 -1.03702 -20.82287  C4 1.090
19 H -14.76431 -1.42411 -19.09820  C4 1.090
20 H -16.57996 0.67865 -20.11062  C5 1.090
21 H -17.12101 -0.82469 -19.54001  C5 1.090
22 H -16.13019 -0.33035 -17.38274  C6 1.090
23 H -17.42249 0.82470 -17.76401  C6 1.090
24 H -15.13171 3.65369 -17.95687  C8 1.090
25 H -16.77024 3.33891 -18.00087  C8 1.090
26 H -15.83257 2.81871 -19.35478  C8 1.090
27 H -15.01773 0.79997 -15.65490  C9 1.090
28 H -16.20830 2.12491 -15.86220  C9 1.090
29 H -14.44532 2.45959 -15.83448  C9 1.090
30 H -12.60567 1.16944 -17.10196  O11 0.960
31 C -12.43112 -3.81792 -21.37392  C32 1.530, H42 1.090, H43 1.090, H44 1.090
32 C -12.49108 -5.32579 -21.62725  C31 1.530, C33 1.581, C34 1.551, N40 1.480
33 C -11.34698 -6.02792 -20.79227  C32 1.581, H45 1.090, H46 1.090, H47 1.090
34 C -13.83884 -5.94479 -21.17309  C32 1.551, C35 1.539, H48 1.090, H49 1.090
35 C -14.17126 -7.32763 -21.76072  C34 1.539, C36 1.459, H50 1.090, H51 1.090
36 C -14.23915 -7.24896 -23.21596  C35 1.459, C37 1.552, H52 1.090, H53 1.090
37 C -12.88989 -6.72969 -23.78088  C36 1.552, C38 1.585, C39 1.554, N40 1.465
38 C -11.81516 -7.89337 -23.72124  C37 1.585, H54 1.090, H55 1.090, H56 1.090
39 C -13.22084 -6.36525 -25.25484  C37 1.554, H57 1.090, H58 1.090, H59 1.090
40 N -12.43844 -5.51790 -23.09347  C32 1.480, C37 1.465, O41 1.484
41 O -11.16588 -4.97128 -23.62531  N40 1.484, H60 0.960
42 H -11.55960 -3.36922 -21.85061  C31 1.090
43 H -13.28644 -3.23450 -21.71473  C31 1.090
44 H -12.33667 -3.66772 -20.29845  C31 1.090
45 H -10.35258 -5.87869 -21.21298  C33 1.090
46 H -11.33415 -5.64112 -19.77329  C33 1.090
47 H -11.40150 -7.11354 -20.71131  C33 1.090
48 H -13.85497 -5.98551 -20.08397  C34 1.090
49 H -14.55461 -5.20349 -21.52839  C34 1.090
50 H -13.39691 -8.03969 -21.47533  C35 1.090
51 H -15.17596 -7.59340 -21.43203  C35 1.090
52 H -14.99788 -6.55741 -23.58226  C36 1.090
53 H -14.59983 -8.19664 -23.61586  C36 1.090
54 H -11.61212 -8.29321 -22.72776  C38 1.090
55 H -10.87074 -7.52297 -24.11997  C38 1.090
56 H -12.11193 -8.75424 -24.32035  C38 1.090
57 H -14.06368 -5.67475 -25.28551  C39 1.090
58 H -13.72335 -7.24144 -25.66457  C39 1.090
59 H -12.40365 -5.96433 -25.85448  C39 1.090
60 H -10.51750 -5.31788 -23.00799  O41 0.960
61 C -7.51870 -9.26775 -20.13642  C62 1.595, H72 1.090, H73 1.090, H74 1.090
62 C -7.96379 -9.19193 -18.60625  C61 1.595, C63 1.566, C64 1.517, N70 1.502
63 C -7.36858 -10.42719 -17.85003  C62 1.566, H75 1.090, H76 1.090, H77 1.090
64 C -7.36132 -7.89521 -18.09875  C62 1.517, C65 1.588, H78 1.090, H79 1.090
65 C -7.89144 -7.33368 -16.71145  C64 1.588, C66 1.505, H80 1.090, H81 1.090
66 C -9.39521 -7.31484 -16.77650  C65 1.505, C67 1.537, H82 1.090, H83 1.090
67 C -10.06595 -8.64595 -17.15076  C66 1.537, C68 1.549, C69 1.584, N70 1.511
68 C -9.84180 -9.69139 -16.02935  C67 1.549, H84 1.090, H85 1.090, H86 1.090
69 C -11.59882 -8.33800 -17.40180  C67 1.584, H87 1.090, H88 1.090, H89 1.090
70 N -9.45363 -9.06800 -18.46614  C62 1.502, C67 1.511, O71 1.372
71 O -10.09069 -10.19177 -18.92801  N70 1.372, H90 0.960
72 H -7.78942 -10.27983 -20.43728  C61 1.090
73 H -7.89419 -8.45233 -20.75465  C61 1.090
74 H -6.46976 -9.02134 -20.30100  C61 1.090
75 H -7.74732 -11.40042 -18.16225  C63 1.090
76 H -6.28379 -10.51744 -17.90659  C63 1.090
77 H -7.62477 -10.37382 -16.79191  C63 1.090
78 H -6.27320 -7.86534 -18.04199  C64 1.090
79 H -7.69521 -7.11707 -18.78512  C64 1.090
80 H -7.47454 -7.82567 -15.83267  C65 1.090
81 H -7.45017 -6.35619 -16.51676  C65 1.090
82 H -9.68986 -6.63707 -17.57769  C66 1.090
83 H -9.77415 -6.96015 -15.81802  C66 1.090
84 H -9.82086 -10.68809 -16.47010  C68 1.090
85 H -10.65382 -9.73958 -15.30381  C68 1.090
86 H -8.88781 -9.55420 -15.52026  C68 1.090
87 H -12.01430 -7.85969 -16.51484  C69 1.090
88 H -12.09330 -9.27164 -17.66999  C69 1.090
89 H -11.80669 -7.70625 -18.26539  C69 1.090
90 H -10.57735 -9.92989 -19.71299  O71 0.960
91 C -16.93660 -3.25154 -15.43214  C92 1.538, H102 1.090, H103 1.090, H104 1.090
92 C -17.88519 -2.29334 -14.69276  C91 1.538, C93 1.525, C94 1.490, N100 1.536
93 C -18.46946 -1.23696 -15.62502  C92 1.525, H105 1.090, H106 1.090, H107 1.090
94 C -19.00547 -3.11500 -14.15400  C92 1.490, C95 1.554, H108 1.090, H109 1.090
95 C -20.02351 -2.34680 -13.26563  C94 1.554, C96 1.622, H110 1.090, H111 1.090
96 C -19.20895 -1.62891 -12.06081  C95 1.622, C97 1.569, H112 1.090, H113 1.090
97 C -17.91480 -0.83168 -12.44969  C96 1.569, C98 1.586, C99 1.567, N100 1.466
98 C -18.26096 0.64978 -12.89662  C97 1.586, H114 1.090, H115 1.090, H116 1.090
99 C -16.97835 -0.68529 -11.20190  C97 1.567, H117 1.090, H118 1.090, H119 1.090
100 N -17.23148 -1.63180 -13.47032  C92 1.536, C97 1.466, O101 1.392
101 O -15.97430 -1.19755 -13.87964  N100 1.392, H120 0.960
102 H -16.39025 -2.76586 -16.24067  C91 1.090
103 H -16.20437 -3.59011 -14.69913  C91 1.090
104 H -17.32737 -4.21550 -15.75799  C91 1.090
105 H -17.62053 -0.59288 -15.85436  C93 1.090
106 H -18.81169 -1.72794 -16.53602  C93 1.090
107 H -19.28382 -0.64143 -15.21237  C93 1.090
108 H -19.59915 -3.55310 -14.95631  C94 1.090
109 H -18.60174 -3.88087 -13.49177  C94 1.090
110 H -20.51831 -1.68355 -13.97512  C95 1.090
111 H -20.74587 -3.06919 -12.88556  C95 1.090
112 H -19.00433 -2.42884 -11.34923  C96 1.090
113 H -19.93323 -0.97095 -11.58060  C96 1.090
114 H -17.47586 1.01172 -13.56048  C98 1.090
115 H -18.51938 1.34385 -12.09688  C98 1.090
116 H -19.14554 0.55580 -13.52654  C98 1.090
117 H -16.41435 -1.61066 -11.08488  C99 1.090
118 H -17.50027 -0.34749 -10.30658  C99 1.090
119 H -16.22920 0.01491 -11.57148  C99 1.090
120 H -15.39933 -1.79817 -13.39978  O101 0.960
121 C -9.07370 -2.29328 -12.59797  C122 1.563, H132 1.090, H133 1.090, H134 1.090
122 C -9.01975 -3.55286 -11.67394  C121 1.563, C123 1.525, C124 1.588, N130 1.475
123 C -7.70391 -3.35824 -10.92804  C122 1.525, H135 1.090, H136 1.090, H137 1.090
124 C -10.34357 -3.51205 -10.79856  C122 1.588, C125 1.502, H138 1.090, H139 1.090
125 C -10.75141 -4.74911 -10.04980  C124 1.502, C126 1.532, H140 1.090, H141 1.090
126 C -10.56798 -5.97113 -10.95526  C125 1.532, C127 1.610, H142 1.090, H143 1.090
127 C -9.26772 -6.06490 -11.89981  C126 1.610, C128 1.526, C129 1.574, N130 1.445
128 C -8.09559 -6.61171 -11.09065  C127 1.526, H144 1.090, H145 1.090, H146 1.090
129 C -9.62465 -7.16722 -12.96462  C127 1.574, H147 1.090, H148 1.090, H149 1.090
130 N -9.16802 -4.75891 -12.51061  C122 1.475, C127 1.445, O131 1.431
131 O -8.30273 -4.73378 -13.65056  N130 1.431, H150 0.960
132 H -8.90517 -1.31969 -12.13772  C121 1.090
133 H -8.25230 -2.25645 -13.31354  C121 1.090
134 H -10.02121 -2.25514 -13.13543  C121 1.090
135 H -7.68256 -2.46977 -10.29695  C123 1.090
136 H -7.46126 -4.21954 -10.30564  C123 1.090
137 H -6.80526 -3.30823 -11.54287  C123 1.090
138 H -10.21719 -2.79284 -9.98933  C124 1.090
139 H -11.16394 -3.23891 -11.46227  C124 1.090
140 H -10.10549 -4.99673 -9.20744  C125 1.090
141 H -11.67259 -4.80921 -9.47023  C125 1.090
142 H -11.48316 -6.27434 -11.46380  C126 1.090
143 H -10.49590 -6.73176 -10.17786  C126 1.090
144 H -7.20373 -6.75228 -11.70133  C128 1.090
145 H -8.47530 -7.55837 -10.70626  C128 1.090
146 H -7.90024 -6.03224 -10.18835  C128 1.090
147 H -8.75120 -7.27649 -13.60747  C129 1.090
148 H -10.49020 -6.83531 -13.53799  C129 1.090
149 H -9.98444 -8.08073 -12.49119  C129 1.090
150 H -7.47529 -4.35752 -13.34173  O131 0.960
151 O -14.40329 -4.98626 -10.24763  S152 1.467
152 S -14.97548 -4.82114 -11.58835  O151 1.467, O153 1.489, C154 1.854, C157 1.839
153 O -14.74964 -3.58968 -12.39353  S152 1.489
154 C -14.72345 -6.28715 -12.69433  S152 1.854, C155 1.542, H158 1.090, H159 1.090
155 C -16.01001 -7.12919 -12.57454  C154 1.542, C156 1.570, H160 1.090, H161 1.090
156 C -17.17735 -6.07987 -12.57625  C155 1.570, C157 1.554, H162 1.090, H163 1.090
157 C -16.80608 -4.98725 -11.53488  S152 1.839, C156 1.554, H164 1.090, H165 1.090
158 H -13.71121 -6.63122 -12.48197  C154 1.090
159 H -14.56684 -5.86793 -13.68822  C154 1.090
160 H -16.10564 -7.84218 -13.39343  C155 1.090
161 H -16.04223 -7.86527 -11.77127  C155 1.090
162 H -18.09393 -6.66849 -12.53724  C156 1.090
163 H -17.03618 -5.66076 -13.57250  C156 1.090
164 H -16.99483 -5.42528 -10.55478  C157 1.090
165 H -17.38426 -4.06351 -11.55757  C157 1.090
166 O -15.38119 -11.54527 -16.76202  S167 1.489
167 S -16.21736 -10.33652 -16.52411  O166 1.489, O168 1.468, C169 1.830, C172 1.877
168 O -17.48234 -10.39006 -15.78129  S167 1.468
169 C -15.05187 -9.07047 -15.90047  S167 1.830, C170 1.584, H173 1.090, H174 1.090
170 C -15.19131 -7.78161 -16.81002  C169 1.584, C171 1.475, H175 1.090, H176 1.090
171 C -15.41814 -8.34893 -18.15299  C170 1.475, C172 1.544, H177 1.090, H178 1.090
172 C -16.50103 -9.44964 -18.15331  S167 1.877, C171 1.544, H179 1.090, H180 1.090
173 H -14.11528 -9.50796 -16.24616  C169 1.090
174 H -15.15796 -9.06949 -14.81565  C169 1.090
175 H -16.01146 -7.26612 -16.31028  C170 1.090
176 H -14.32803 -7.12507 -16.70138  C170 1.090
177 H -14.47695 -8.72497 -18.55406  C171 1.090
178 H -15.60735 -7.61068 -18.93228  C171 1.090
179 H -16.52172 -10.17213 -18.96920  C172 1.090
180 H -17.52887 -9.08681 -18.15636  C172 1.090
181 O -9.73369 0.85686 -18.20103  S182 1.462
182 S -9.81023 1.45047 -16.86762  O181 1.462, O183 1.483, C184 1.867, C187 1.831
183 O -10.94338 1.16594 -15.95448  S182 1.483
184 C -8.33636 0.95400 -15.83498  S182 1.867, C185 1.536, H188 1.090, H189 1.090
185 C -8.13277 2.17861 -14.93098  C184 1.536, C186 1.566, H190 1.090, H191 1.090
186 C -8.17628 3.39340 -15.91754  C185 1.566, C187 1.533, H192 1.090, H193 1.090
187 C -9.33943 3.22008 -16.90164  S182 1.831, C186 1.533, H194 1.090, H195 1.090
188 H -7.51933 0.91143 -16.55523  C184 1.090
189 H -8.54312 -0.03596 -15.42839  C184 1.090
190 H -9.03054 2.33759 -14.33363  C185 1.090
191 H -7.23619 2.10112 -14.31597  C185 1.090
192 H -7.25088 3.31822 -16.48858  C186 1.090
193 H -8.19454 4.28660 -15.29307  C186 1.090
194 H -8.98428 3.21966 -17.93216  C187 1.090
195 H -10.23279 3.84232 -16.84848  C187 1.090
196 O -11.30261 2.97766 -10.21719  S197 1.450
197 S -10.90462 1.67741 -10.72009  O196 1.450, O198 1.457, C199 1.850, C202 1.840
198 O -9.54708 1.16366 -10.58867  S197 1.457
199 C -12.00514 0.24521 -10.31888  S197 1.850, C200 1.552, H203 1.090, H204 1.090
200 C -12.65085 -0.29805 -11.62095  C199 1.552, C201 1.524, H205 1.090, H206 1.090
201 C -12.71083 0.94373 -12.50193  C200 1.524, C202 1.512, H207 1.090, H208 1.090
202 C -11.38587 1.67280 -12.49631  S197 1.840, C201 1.512, H209 1.090, H210 1.090
203 H -12.73418 0.51274 -9.55401  C199 1.090
204 H -11.43877 -0.54549 -9.82682  C199 1.090
205 H -11.90677 -0.92398 -12.11356  C200 1.090
206 H -13.62079 -0.72342 -11.36333  C200 1.090
207 H -13.55568 1.56856 -12.21227  C201 1.090
208 H -13.04362 0.60572 -13.48331  C201 1.090
209 H -11.36624 2.68303 -12.90516  C202 1.090
210 H -10.75660 1.04757 -13.12972  C202 1.090
211 O -12.47415 -4.98132 -17.68823  S212 1.491
212 S -12.28062 -4.87197 -16.21389  O211 1.491, O213 1.477, C214 1.890, C217 1.908
213 O -12.51988 -5.94707 -15.23025  S212 1.477
214 C -10.80688 -3.85349 -15.61115  S212 1.890, C215 1.504, H218 1.090, H219 1.090
215 C -11.17156 -2.48574 -16.11904  C214 1.504, C216 1.560, H220 1.090, H221 1.090
216 C -12.58825 -2.22320 -15.52208  C215 1.560, C217 1.546, H222 1.090, H223 1.090
217 C -13.47675 -3.47608 -15.70107  S212 1.908, C216 1.546, H224 1.090, H225 1.090
218 H -9.86849 -4.30127 -15.93827  C214 1.090
219 H -10.86378 -3.85214 -14.52263  C214 1.090
220 H -10.50809 -1.64525 -15.91535  C215 1.090
221 H -11.15132 -2.42279 -17.20703  C215 1.090
222 H -13.10970 -1.44661 -16.08163  C216 1.090
223 H -12.52530 -1.76021 -14.53730  C216 1.090
224 H -14.23436 -3.16796 -16.42163  C217 1.090
225 H -13.79747 -3.71289 -14.68660  C217 1.090
226 O -8.43592 -2.10524 -17.36794  S227 1.487
227 S -7.81505 -1.85963 -18.69614  O226 1.487, O228 1.440, C229 1.757, C232 1.808
228 O -7.04241 -0.66400 -18.91212  S227 1.440
229 C -6.80337 -3.22921 -19.12979  S227 1.757, C230 1.498, H233 1.090, H234 1.090
230 C -7.54722 -4.02597 -20.15715  C229 1.498, C231 1.544, H235 1.090, H236 1.090
231 C -8.22674 -2.96231 -21.04652  C230 1.544, C232 1.550, H237 1.090, H238 1.090
232 C -8.99549 -2.05627 -20.05076  S227 1.808, C231 1.550, H239 1.090, H240 1.090
233 H -6.51864 -3.66582 -18.17250  C229 1.090
234 H -5.89440 -2.78015 -19.53006  C229 1.090
235 H -6.91202 -4.56835 -20.85748  C230 1.090
236 H -8.37302 -4.62808 -19.77818  C230 1.090
237 H -8.91469 -3.30064 -21.82134  C231 1.090
238 H -7.42207 -2.44615 -21.57015  C231 1.090
239 H -9.77294 -2.65354 -19.57437  C232 1.090
240 H -9.51485 -1.15521 -20.37703  C232 1.090

## Properties
**Orbital gap**: 0.297 Eh
**LUMO level**: 0.26 eV
**Structure (SMILES)**: CC1(C)CCCC(C)(C)N1O.CC1(C)CCCC(C)(C)N1O.CC1(C)CCCC(C)(C)N1O.CC1(C)CCCC(C)(C)N1O.CC1(C)CCCC(C)(C)N1O.O=S1(=O)CCCC1.O=S1(=O)CCCC1.O=S1(=O)CCCC1.O=S1(=O)CCCC1.O=S1(=O)CCCC1.O=S1(=O)CCCC1
**E_HOMO**: -7.81 eV